No. 1
117
Properties=species:S:1:pos:R:3 method="wB97M-V/def2-TZVPD" energy_ev=-137477.2661 total_charge=-1
Zn -6.055 -18.078 -8.706
O -4.025 -22.535 -11.264
C -3.113 -21.585 -11.554
C -2.107 -21.880 -12.468
C -1.224 -20.890 -12.911
C -1.223 -19.688 -12.331
C -2.146 -19.380 -11.369
C -3.112 -20.287 -10.950
C -4.240 -19.825 -10.057
O -4.298 -18.572 -9.763
N -4.993 -20.812 -9.690
N -5.897 -20.330 -8.809
C -6.442 -21.174 -8.057
C -7.176 -20.834 -6.836
C -7.900 -21.839 -6.220
C -8.520 -21.712 -5.016
C -8.340 -20.514 -4.324
C -7.546 -19.505 -4.841
C -6.980 -19.597 -6.165
O -6.357 -18.584 -6.687
H -4.535 -22.133 -10.510
H -2.041 -22.891 -12.805
H -0.396 -21.109 -13.561
H -0.517 -18.908 -12.536
H -2.094 -18.442 -10.813
H -6.310 -22.244 -8.257
H -7.962 -22.807 -6.670
H -9.206 -22.485 -4.693
H -8.734 -20.436 -3.341
H -7.384 -18.551 -4.350
C -3.748 -17.414 -16.399
C -4.621 -17.239 -15.209
C -4.031 -17.551 -13.973
C -4.844 -17.510 -12.832
C -6.193 -17.284 -13.012
C -6.790 -16.944 -14.202
C -5.953 -16.877 -15.293
S -7.286 -17.397 -11.590
O -8.427 -16.537 -11.819
O -7.512 -18.785 -11.311
N -6.465 -16.818 -10.319
C -6.407 -15.471 -10.156
C -6.773 -14.458 -10.995
C -6.693 -13.094 -10.629
C -6.149 -12.711 -9.473
C -5.677 -13.710 -8.579
C -4.897 -13.373 -7.418
C -4.678 -14.367 -6.511
C -5.052 -15.706 -6.829
N -5.564 -16.010 -7.982
C -5.844 -15.082 -8.879
H -2.838 -16.842 -16.422
H -4.254 -17.103 -17.343
H -3.418 -18.455 -16.487
H -2.984 -17.865 -13.915
H -4.501 -17.689 -11.797
H -7.863 -16.743 -14.237
H -6.388 -16.576 -16.258
H -7.157 -14.634 -11.972
H -6.928 -12.374 -11.399
H -5.923 -11.631 -9.238
H -4.524 -12.392 -7.295
H -4.092 -14.102 -5.635
H -4.946 -16.525 -6.114
O -8.315 -17.012 -8.296
P -9.562 -17.064 -7.506
C -10.828 -16.155 -8.417
C -12.172 -15.610 -7.813
C -12.099 -14.127 -7.401
C -11.610 -13.238 -8.437
C -10.244 -13.691 -8.971
C -10.222 -15.138 -9.417
C -10.158 -18.817 -7.541
C -11.634 -19.127 -7.143
C -12.538 -19.612 -8.332
C -11.937 -20.885 -8.917
C -10.417 -20.823 -8.894
C -9.805 -19.394 -8.920
C -9.193 -16.650 -5.768
C -8.457 -15.349 -5.450
C -9.383 -14.182 -5.056
C -10.469 -14.595 -4.081
C -11.233 -15.825 -4.521
C -10.311 -16.980 -4.731
H -11.104 -16.951 -9.078
H -12.551 -16.269 -7.037
H -12.946 -15.639 -8.634
H -11.478 -14.106 -6.542
H -13.068 -13.858 -6.975
H -11.482 -12.167 -8.091
H -12.306 -13.142 -9.310
H -9.472 -13.519 -8.251
H -9.937 -13.086 -9.793
H -9.204 -15.374 -9.720
H -10.775 -15.286 -10.340
H -9.526 -19.349 -6.790
H -12.087 -18.240 -6.733
H -11.701 -19.893 -6.298
H -12.680 -18.791 -9.090
H -13.513 -19.825 -7.919
H -12.291 -21.031 -9.961
H -12.298 -21.786 -8.336
H -9.939 -21.457 -9.632
H -10.003 -21.284 -7.921
H -10.343 -18.905 -9.752
H -8.723 -19.404 -9.121
H -8.372 -17.356 -5.648
H -7.812 -15.026 -6.247
H -7.768 -15.601 -4.625
H -9.692 -13.717 -6.010
H -8.746 -13.438 -4.531
H -11.141 -13.720 -3.939
H -9.987 -14.779 -3.075
H -11.753 -15.596 -5.465
H -12.014 -16.188 -3.850
H -10.748 -17.892 -4.932
H -9.798 -17.097 -3.760


No. 2
119
Properties=species:S:1:pos:R:3 method="wB97M-V/def2-TZVPD" energy_ev=-253125.7083 total_charge=+1
Ba -1.245 -0.567 -0.172
C 6.535 3.151 -1.200
S 6.630 1.493 -1.898
C 6.362 0.471 -0.419
C 5.024 -0.262 -0.435
C 3.868 0.722 -0.289
N 2.532 0.101 -0.318
P 1.693 -0.116 1.152
C 2.944 -0.890 2.207
C 3.003 -2.283 2.154
C 3.998 -2.974 2.828
C 4.938 -2.275 3.573
C 4.875 -0.891 3.649
C 3.883 -0.201 2.971
C 1.519 1.567 1.831
C 1.535 2.670 0.981
C 1.300 3.943 1.479
C 1.054 4.130 2.830
C 1.032 3.035 3.684
C 1.251 1.760 3.186
P 1.606 -0.054 -1.770
C 1.856 1.507 -2.653
C 0.780 2.396 -2.663
C 0.899 3.636 -3.276
C 2.093 3.998 -3.879
C 3.170 3.117 -3.880
C 3.051 1.876 -3.278
C 2.525 -1.280 -2.749
C 2.967 -2.434 -2.096
C 3.536 -3.473 -2.808
C 3.660 -3.382 -4.190
C 3.208 -2.251 -4.847
C 2.639 -1.206 -4.133
H 6.703 3.851 -2.017
H 7.309 3.307 -0.450
H 5.556 3.358 -0.766
H 6.431 1.124 0.454
H 7.188 -0.237 -0.355
H 4.996 -0.988 0.383
H 4.926 -0.819 -1.366
H 3.931 1.478 -1.073
H 3.972 1.264 0.658
H 2.269 -2.829 1.570
H 4.040 -4.054 2.773
H 5.718 -2.810 4.099
H 5.604 -0.347 4.235
H 3.845 0.880 3.032
H 1.731 2.538 -0.076
H 1.319 4.791 0.807
H 0.886 5.126 3.218
H 0.851 3.177 4.743
H 1.244 0.913 3.865
H -0.166 2.126 -2.201
H 0.052 4.309 -3.289
H 2.186 4.963 -4.359
H 4.101 3.396 -4.357
H 3.895 1.197 -3.296
H 2.874 -2.512 -1.018
H 3.885 -4.355 -2.288
H 4.108 -4.193 -4.749
H 3.296 -2.178 -5.924
H 2.292 -0.329 -4.666
C -3.359 0.876 -6.604
Se -1.938 1.512 -5.443
C -1.050 -0.203 -5.187
C -1.944 -1.274 -4.586
Se -0.812 -2.603 -3.715
C -2.235 -3.753 -3.060
H -2.936 0.345 -7.455
H -3.895 1.749 -6.968
H -4.053 0.234 -6.067
H -0.216 0.026 -4.515
H -0.630 -0.523 -6.141
H -2.544 -1.776 -5.345
H -2.617 -0.853 -3.838
H -2.605 -4.400 -3.851
H -3.038 -3.136 -2.662
H -1.820 -4.363 -2.259
O -1.971 0.706 1.673
S -2.305 1.855 2.581
C -2.473 1.077 4.219
C -2.732 -0.426 4.151
C -1.446 -1.239 4.051
C -1.656 -2.745 4.033
S -2.144 -3.433 2.421
O -1.675 -2.430 1.409
C -3.927 -3.249 2.482
C -4.555 -2.544 1.468
C -5.942 -2.448 1.479
C -6.680 -3.055 2.481
C -6.040 -3.785 3.473
C -4.659 -3.896 3.472
C -4.025 2.189 2.265
C -4.829 1.236 1.656
C -6.164 1.532 1.440
C -6.681 2.761 1.830
C -5.865 3.706 2.433
C -4.523 3.425 2.648
H -3.297 1.608 4.698
H -1.551 1.309 4.754
H -3.392 -0.650 3.310
H -3.277 -0.718 5.053
H -0.809 -1.014 4.913
H -0.882 -0.949 3.162
H -2.414 -3.071 4.750
H -0.726 -3.267 4.262
H -3.988 -2.092 0.665
H -6.439 -1.904 0.686
H -7.759 -2.975 2.482
H -6.617 -4.280 4.242
H -4.166 -4.489 4.233
H -4.413 0.284 1.355
H -6.805 0.804 0.960
H -7.724 2.987 1.653
H -6.267 4.667 2.722
H -3.871 4.164 3.097
O -3.392 -0.858 -1.299
S -3.550 0.639 -1.597
N -2.445 1.529 -1.228


No. 3
152
Properties=species:S:1:pos:R:3 method="wB97M-V/def2-TZVPD" energy_ev=-159883.0917 total_charge=0 smiles="O=[N+]([O-])c1ccccc1.O=[N+]([O-])c1ccccc1.CCOC(=O)C(F)(F)F.CCOC(=O)C(F)(F)F.CCOC(=O)C(F)(F)F.CCOC(=O)C(F)(F)F.CCOC(=O)C(F)(F)F.CCOC(=O)C(F)(F)F.CCOC(=O)C(F)(F)F.C[C@H]1COC(=O)O1.C[C@H]1COC(=O)O1"
C -16.615 -25.225 -1.871
C -16.343 -24.365 -2.946
C -15.026 -24.172 -3.347
C -13.994 -24.766 -2.673
C -14.216 -25.658 -1.620
C -15.556 -25.884 -1.176
N -12.631 -24.520 -3.226
O -12.552 -23.741 -4.153
O -11.658 -25.031 -2.682
H -17.669 -25.507 -1.618
H -17.104 -23.925 -3.531
H -14.834 -23.533 -4.191
H -13.373 -26.146 -1.154
H -15.702 -26.463 -0.261
C -15.782 -27.586 -6.490
C -16.847 -27.031 -5.804
C -17.059 -27.425 -4.494
C -16.315 -28.380 -3.903
C -15.290 -29.016 -4.600
C -15.071 -28.604 -5.878
N -16.548 -28.672 -2.453
O -15.568 -29.094 -1.912
O -17.644 -28.507 -1.945
H -15.642 -27.381 -7.497
H -17.373 -26.208 -6.283
H -17.828 -26.882 -3.959
H -14.756 -29.878 -4.229
H -14.259 -28.998 -6.411
C -15.944 -15.551 -6.334
C -16.402 -16.845 -6.924
O -15.710 -17.832 -6.260
C -16.218 -19.089 -6.189
O -17.261 -19.463 -6.697
C -15.353 -20.010 -5.257
F -14.724 -19.254 -4.318
F -16.165 -20.867 -4.608
F -14.432 -20.756 -5.900
H -14.902 -15.383 -6.378
H -16.145 -15.481 -5.251
H -16.326 -14.724 -6.929
H -16.268 -16.951 -7.980
H -17.476 -16.901 -6.771
C -9.320 -23.528 -5.521
C -9.149 -24.488 -6.666
O -9.098 -23.738 -7.845
C -9.174 -24.415 -8.999
O -9.464 -25.583 -9.040
C -8.729 -23.548 -10.220
F -7.648 -22.860 -10.040
F -8.501 -24.316 -11.325
F -9.668 -22.661 -10.640
H -8.378 -23.132 -5.236
H -9.741 -24.204 -4.764
H -10.056 -22.770 -5.617
H -10.028 -25.149 -6.651
H -8.203 -25.047 -6.489
C -15.977 -21.099 -10.059
C -15.933 -22.571 -10.225
O -14.781 -23.010 -11.039
C -14.690 -24.325 -11.099
O -15.489 -25.112 -10.624
C -13.481 -24.814 -11.886
F -13.032 -23.948 -12.763
F -12.495 -25.016 -10.980
F -13.681 -26.011 -12.518
H -16.758 -20.817 -9.377
H -15.968 -20.547 -10.992
H -15.135 -20.638 -9.613
H -16.832 -23.039 -10.640
H -15.870 -23.066 -9.209
C -15.714 -32.180 -13.536
C -14.472 -32.072 -12.644
O -14.739 -31.600 -11.257
C -15.027 -30.341 -11.060
O -15.273 -29.495 -11.883
C -15.345 -30.001 -9.593
F -16.683 -30.057 -9.431
F -14.737 -30.743 -8.664
F -15.021 -28.723 -9.230
H -16.517 -32.857 -13.064
H -15.466 -32.774 -14.434
H -16.090 -31.192 -13.852
H -13.884 -31.307 -13.105
H -13.907 -32.981 -12.506
C -11.905 -28.975 -0.497
C -11.080 -29.235 -1.733
O -9.962 -28.306 -1.853
C -9.311 -28.487 -3.041
O -9.466 -29.371 -3.820
C -8.140 -27.514 -3.150
F -8.069 -26.544 -2.251
F -7.087 -28.285 -3.056
F -8.092 -27.015 -4.376
H -12.348 -27.967 -0.378
H -11.343 -29.183 0.379
H -12.768 -29.680 -0.505
H -11.751 -29.208 -2.611
H -10.700 -30.254 -1.756
C -5.810 -30.480 -6.671
C -5.527 -30.529 -5.199
O -4.720 -29.347 -4.921
C -3.633 -29.459 -4.183
O -3.192 -30.502 -3.753
C -2.944 -28.092 -4.095
F -2.551 -27.730 -5.353
F -3.704 -27.157 -3.679
F -1.866 -28.182 -3.295
H -4.892 -30.494 -7.243
H -6.328 -29.623 -7.063
H -6.262 -31.463 -6.950
H -5.044 -31.427 -4.939
H -6.470 -30.366 -4.594
C -12.760 -23.978 -8.083
C -13.570 -25.074 -7.513
O -12.778 -25.854 -6.580
C -12.263 -26.919 -7.090
O -12.316 -27.311 -8.222
C -11.376 -27.730 -6.110
F -10.107 -27.818 -6.547
F -11.312 -27.161 -4.883
F -11.773 -28.978 -5.933
H -13.396 -23.316 -8.666
H -11.908 -24.288 -8.696
H -12.313 -23.499 -7.250
H -13.843 -25.797 -8.291
H -14.387 -24.649 -6.977
C -20.276 -23.449 -4.218
C -19.624 -23.822 -5.558
C -19.934 -22.884 -6.664
O -18.672 -22.570 -7.272
C -17.641 -23.104 -6.579
O -16.527 -23.014 -6.808
O -18.218 -23.889 -5.534
H -20.209 -22.397 -4.013
H -19.891 -24.061 -3.398
H -21.369 -23.638 -4.247
H -20.099 -24.793 -5.735
H -20.349 -21.948 -6.305
H -20.497 -23.363 -7.450
C -11.656 -29.607 -11.461
C -10.101 -29.459 -11.582
C -9.200 -29.579 -10.337
O -7.963 -30.001 -10.954
C -8.211 -30.650 -12.108
O -7.448 -31.208 -12.834
O -9.553 -30.500 -12.401
H -12.073 -29.004 -10.656
H -11.962 -30.619 -11.193
H -12.077 -29.388 -12.443
H -9.828 -28.457 -12.115
H -9.615 -30.465 -9.804
H -8.977 -28.779 -9.688